Entry 1:
C29H53BBrClN6O12P4S | ωB97M-V with the def2-TZVPD basis set

Summary:
- LUMO: -0.0479 hartree
- Structure (SMILES): COCc1c(CC(=O)Cl)c2c(c(CB(O)O)c1PP(=O)(O)O)C(=O)C(S)=C(CC(=O)Br)C2=O.CN(C)P(=O)(N(C)C)N(C)C.CN(C)P(=O)(N(C)C)N(C)C
- Max |F|: 8.7 eV Å⁻¹

Geometry as ORCA input:
```
! RIJCOSX wB97M-V def2-TZVPD def2/J DEFGRID3
* xyz 0 1
C -0.152 2.508 0.588
O -1.343 2.023 -0.054
C -1.207 2.010 -1.465
C -2.400 1.239 -2.129
C -3.435 2.061 -2.783
C -3.434 3.612 -2.809
C -2.467 4.242 -3.858
O -2.205 3.765 -4.903
Cl -1.762 5.867 -3.379
C -4.519 1.352 -3.441
C -4.656 -0.124 -3.452
C -3.651 -0.941 -2.761
C -3.777 -2.490 -2.707
B -2.675 -3.288 -3.563
O -2.338 -4.595 -3.102
O -2.046 -2.829 -4.736
C -2.525 -0.224 -2.128
P -1.170 -1.201 -1.265
P -1.924 -1.351 0.805
O -2.715 -0.167 1.231
O -2.980 -2.660 0.816
O -0.644 -1.563 1.864
C -5.893 -0.763 -4.170
O -5.834 -1.783 -4.801
C -7.214 0.074 -4.033
S -8.851 -0.690 -3.827
C -7.081 1.433 -4.043
C -8.280 2.422 -3.878
C -8.241 2.920 -2.378
O -8.933 2.413 -1.560
Br -7.034 4.391 -1.805
C -5.672 2.115 -4.181
O -5.515 3.113 -4.834
H -0.280 3.562 0.945
H -0.016 1.879 1.513
H 0.759 2.372 -0.061
H -1.165 3.084 -1.810
H -0.253 1.536 -1.832
H -3.081 3.948 -1.790
H -4.479 4.017 -2.890
H -4.836 -2.802 -2.923
H -3.608 -2.782 -1.627
H -1.652 -4.554 -2.416
H -1.327 -2.218 -4.503
H 0.046 -0.437 -1.268
H -3.847 -2.220 0.692
H -0.310 -2.470 1.698
H -9.430 0.047 -2.808
H -9.263 1.975 -4.151
H -8.140 3.322 -4.543
C 6.387 4.601 -2.154
N 4.950 4.535 -1.983
C 4.226 4.354 -3.237
P 4.018 4.936 -0.595
O 3.316 3.574 -0.572
N 4.940 4.614 0.827
C 6.385 4.660 0.935
C 4.432 3.598 1.744
N 4.716 6.562 -0.579
C 4.181 7.363 0.556
C 4.453 7.381 -1.780
H 6.804 5.582 -1.899
H 6.689 4.411 -3.186
H 6.891 3.836 -1.559
H 3.956 5.316 -3.692
H 3.299 3.797 -3.078
H 4.800 3.782 -3.968
H 6.849 3.728 0.594
H 6.685 4.810 1.978
H 6.824 5.498 0.394
H 4.650 2.587 1.383
H 3.356 3.696 1.881
H 4.876 3.708 2.738
H 3.098 7.495 0.472
H 4.653 8.348 0.588
H 4.387 6.897 1.518
H 3.389 7.400 -2.032
H 5.009 7.023 -2.646
H 4.792 8.408 -1.630
C 1.304 -4.204 5.041
N 0.586 -5.086 4.143
C -0.756 -4.615 3.818
P 0.979 -6.694 3.684
O 0.889 -6.403 2.188
N 2.688 -6.915 3.682
C 3.639 -6.204 4.515
C 3.325 -7.237 2.408
N 0.993 -7.200 5.378
C 1.321 -8.646 5.503
C -0.284 -7.032 6.104
H 1.503 -4.658 6.019
H 0.749 -3.286 5.250
H 2.249 -3.878 4.603
H -1.502 -5.005 4.522
H -1.052 -4.938 2.816
H -0.829 -3.526 3.814
H 3.906 -5.231 4.089
H 4.565 -6.782 4.613
H 3.286 -6.065 5.536
H 3.447 -6.346 1.784
H 2.745 -7.975 1.855
H 4.313 -7.682 2.564
H 0.570 -9.266 5.004
H 1.376 -8.939 6.554
H 2.291 -8.884 5.071
H -1.121 -7.474 5.557
H -0.508 -5.983 6.295
H -0.231 -7.496 7.091
*
```


Entry 2:
C7H19BNO9P3S2W | ωB97M-V with the def2-TZVPD basis set

Summary:
- ΔE to the lowest compared entry with this formula, charge and spin: 1.561 eV
- LUMO: -0.3718 hartree
- Max |F|: 1.6 eV Å⁻¹

Geometry as ORCA input:
```
! RIJCOSX wB97M-V def2-TZVPD def2/J DEFGRID3
* xyz 2 1
W 0.210 0.990 -0.253
O 3.064 -0.604 1.170
P 3.078 0.957 1.325
O 3.787 1.478 2.462
O 1.529 1.363 1.102
O 3.590 1.517 -0.164
P 2.584 1.508 -1.370
O 3.359 1.664 -2.671
O 1.756 0.194 -1.278
O 1.387 2.464 -1.168
H 3.850 -0.981 1.605
H 4.076 2.307 -2.798
C -3.302 -1.148 1.616
C -2.189 -0.149 1.714
C -0.949 -0.625 2.420
O -1.745 0.280 0.261
P -1.836 -0.489 -1.211
S -3.353 -1.292 -1.906
S -1.010 1.196 -2.204
O -0.408 -1.209 -0.809
C 0.237 -2.444 -1.534
C 1.501 -2.775 -0.791
C -0.761 -3.573 -1.478
H -3.642 -1.335 2.636
H -2.966 -2.097 1.197
H -4.149 -0.767 1.051
H -2.532 0.815 2.082
H -0.553 -1.539 1.973
H -1.205 -0.846 3.458
H -0.180 0.152 2.473
H 0.414 -2.083 -2.546
H 1.280 -3.054 0.240
H 2.233 -1.980 -0.809
H 1.936 -3.646 -1.285
H -1.008 -3.824 -0.446
H -0.267 -4.441 -1.919
H -1.667 -3.392 -2.044
B -1.116 5.128 -0.040
C -0.863 3.733 0.343
N -0.636 2.562 0.465
H -0.161 5.825 0.131
H -1.148 4.657 -1.215
H -2.226 5.498 0.216
*
```


Entry 3:
C5H8N2 | ωB97M-V with the def2-TZVPD basis set

Summary:
- ΔE to the lowest compared entry with this formula, charge and spin: 4.579 eV
- LUMO: 0.0085 hartree
- Max |F|: 0.5 eV Å⁻¹

Geometry as ORCA input:
```
! RIJCOSX wB97M-V def2-TZVPD def2/J DEFGRID3
* xyz 0 1
C 0.487 -0.347 -2.586
N 0.511 -0.890 -1.059
C -0.664 -0.481 -0.338
C -0.299 0.119 0.805
C -1.130 0.791 1.856
C 1.159 0.035 0.800
N 1.645 -0.558 -0.234
H 0.560 -1.894 -1.215
H 1.561 -0.124 -2.727
H 0.004 0.642 -2.477
H -1.628 -0.632 -0.801
H -0.992 0.316 2.834
H -2.195 0.755 1.610
H -0.846 1.845 1.964
H 1.825 0.422 1.568
*
```


Entry 4:
C9H7N3 | ωB97M-V with the def2-TZVPD basis set

Summary:
- ΔE to the lowest compared entry with this formula, charge and spin: 4.788 eV
- LUMO: -0.0061 hartree
- Structure (SMILES): Cc1cc(C2=C=C=CN=C2)n[nH]1
- Max |F|: 3.6 eV Å⁻¹

Geometry as ORCA input:
```
! RIJCOSX wB97M-V def2-TZVPD def2/J DEFGRID3
* xyz 0 1
C -1.905 -0.803 -1.821
C -0.978 -0.479 -0.719
C -0.103 0.588 -0.596
C 0.597 0.316 0.612
C 1.644 1.077 1.286
C 2.121 2.350 1.270
C 3.028 2.836 2.003
C 3.778 2.076 2.862
N 3.503 0.774 2.814
C 2.541 0.258 2.150
N 0.206 -0.883 1.112
N -0.685 -1.345 0.294
H -1.655 0.083 -2.449
H -1.930 -1.792 -2.326
H -2.924 -0.655 -1.290
H 0.178 1.393 -1.229
H 4.658 2.492 3.435
H 2.292 -0.775 2.363
H -1.263 -2.261 0.489
*
```


Entry 5:
H32O16 | ωB97M-V with the def2-TZVPD basis set

Summary:
- ΔE to the lowest compared entry with this formula, charge and spin: 5.681 eV
- LUMO: -0.0405 hartree
- Max |F|: 3.0 eV Å⁻¹

Geometry as ORCA input:
```
! RIJCOSX wB97M-V def2-TZVPD def2/J DEFGRID3
* xyz 0 1
O -1.764 2.367 -0.354
H -2.049 2.152 -1.266
H -1.937 1.603 0.184
O 0.757 3.223 0.528
H 1.346 2.883 -0.232
H -0.115 2.920 0.203
O 2.779 -1.159 -0.137
H 3.237 -0.603 -0.770
H 2.414 -1.780 -0.766
O -2.092 0.503 3.123
H -1.708 -0.289 2.724
H -1.469 1.168 2.834
O -2.457 -2.211 1.883
H -2.061 -2.557 1.100
H -2.060 -2.674 2.588
O 1.778 -2.714 1.794
H 2.466 -2.526 2.383
H 2.051 -2.045 1.148
O 0.021 2.952 -2.502
H -0.009 2.003 -2.279
H 0.693 3.106 -3.162
O -2.781 -0.855 -1.190
H -3.487 -0.440 -1.754
H -3.052 -0.688 -0.313
O 2.712 1.805 -0.787
H 3.478 2.337 -0.954
H 2.575 1.158 -1.490
O -0.335 2.461 2.847
H 0.157 2.399 2.009
H -1.072 3.057 2.649
O -0.108 0.011 0.645
H 0.255 0.407 -0.164
H -0.201 -0.902 0.255
O 2.451 0.088 -2.757
H 1.530 -0.157 -2.581
H 2.360 0.288 -3.658
O -0.355 -2.444 -0.069
H 0.362 -2.497 -0.703
H 0.034 -2.766 0.773
O -2.573 -3.815 -0.552
H -2.627 -3.822 -1.509
H -1.776 -3.325 -0.504
O -0.334 -0.082 -2.151
H -1.191 -0.225 -1.767
H -0.279 -0.890 -2.729
O 1.821 0.963 2.383
H 1.207 0.507 1.809
H 1.406 1.105 3.236
*
```


Entry 6:
C3H8N2O | ωB97M-V with the def2-TZVPD basis set

Summary:
- ΔE to the lowest compared entry with this formula, charge and spin: 4.218 eV
- LUMO: 0.0281 hartree
- Max |F|: 3.2 eV Å⁻¹

Geometry as ORCA input:
```
! RIJCOSX wB97M-V def2-TZVPD def2/J DEFGRID3
* xyz 0 1
C 1.231 0.339 0.467
C 0.406 1.390 -0.168
C -0.514 -1.159 0.381
N -1.057 0.998 -0.343
N -1.209 -0.374 -0.537
O -0.148 -2.422 0.055
H 1.958 -0.171 -0.140
H 1.467 0.414 1.511
H 0.373 2.314 0.406
H 0.752 1.612 -1.181
H -0.858 -1.098 1.404
H -1.550 1.234 0.515
H -0.992 -0.610 -1.505
H 0.139 -2.467 -0.865
*
```